Entry 1:
The following is a quantum chemistry calculation of a 2-piece molecular cluster, C7H12O2 overall, from the OMol25 dataset.

XYZ file:
```
21
Properties=species:S:1:pos:R:3:forces:R:3
C -2.19401 1.41357 0.70844 0.0 -0.6 -0.8
C -2.00352 -0.13003 -1.40062 0.8 0.0 -0.2
C -1.42388 0.62017 -0.30706 1.9 -0.3 4.2
C 0.78171 0.81236 1.51095 3.8 -0.9 -1.7
C 1.27695 0.32598 -0.99976 -2.5 -1.4 0.3
C 0.24477 -1.45861 0.49626 -0.9 1.2 -0.9
C 0.55605 0.00213 0.27927 -2.9 0.4 -0.9
O -2.25996 2.60536 0.86807 0.5 -0.2 -0.2
O -1.24567 1.12435 -1.48509 -0.8 1.9 -4.0
H -2.79508 0.71995 1.26646 -0.7 -0.4 1.2
H -1.31843 -0.88475 -1.71431 -0.3 -0.9 -0.5
H -3.02904 -0.16839 -1.77873 0.3 0.4 0.4
H 1.89566 0.87185 1.70156 -0.7 -0.1 -0.2
H 0.44538 0.22314 2.27193 -1.4 -0.8 2.5
H 0.50066 1.80898 1.47852 -1.1 1.8 0.0
H 1.24135 -0.57881 -1.63174 1.1 0.3 0.2
H 0.56511 0.94221 -1.53361 0.2 0.7 -0.4
H 2.15574 0.86972 -0.83627 1.6 0.3 -0.1
H 1.05169 -2.10920 0.58160 1.9 -1.0 -0.2
H -0.38940 -1.76728 -0.32112 0.2 -0.5 -0.3
H -0.32751 -1.63506 1.35714 -1.0 0.1 1.4
```
Forces are in eV/Å.

The molecular weight comes out at 128.17 g/mol. The energy above the lowest of the compared OMol25 structures with the same formula, charge and spin is 4.580 eV. As for the gap between HOMO and LUMO: 8.99 eV. The value obtained for the highest occupied orbital energy is -8.33 eV. The calculation puts the LUMO energy at 0.65 eV. As for the net charge: 0.

Atomic partial charges in e from the Mulliken method, atoms 1 to 8: -0.46, -0.81, 1.07, -1.81, -1.36, -1.58, 1.44, -0.48

=====

Entry 2:
The following is a quantum chemistry calculation of a 2-piece molecular cluster, C29H24F2NOS overall, from the OMol25 dataset.

XYZ file:
```
58
Properties=species:S:1:pos:R:3:forces:R:3
F -4.95094 0.82450 1.06327 1.8 -0.7 -0.2
C -3.65945 0.40042 1.25735 -1.3 0.3 0.7
C -3.43095 -0.96885 1.45153 0.4 0.3 -0.1
C -2.16868 -1.36041 1.88228 0.2 0.0 0.4
C -1.13550 -0.40201 2.12086 -0.9 0.9 0.7
C 0.14265 -0.84455 2.56358 0.5 -0.4 -2.2
C 1.40351 -0.44108 2.03230 0.7 0.5 0.1
C 2.46384 -1.40188 1.86769 -0.2 0.2 0.5
C 3.73615 -1.01522 1.46737 -0.5 0.1 -0.2
C 3.96750 0.34810 1.24877 1.4 0.6 0.8
F 5.26156 0.77643 1.10336 -1.8 -0.7 -0.2
C 2.97613 1.32395 1.36333 -0.5 -0.3 -0.1
C 1.69091 0.90866 1.68024 0.3 0.0 -0.1
C -1.45633 0.97510 1.96961 -0.1 0.0 -0.5
C -2.69012 1.38440 1.47796 0.4 -0.3 0.3
H -4.23635 -1.68980 1.31038 0.2 0.3 0.0
H -1.94737 -2.42025 2.05580 -0.2 0.4 0.0
H 0.16175 -1.73458 3.15681 -0.3 -0.6 0.0
H 2.25174 -2.46229 2.05481 0.2 0.5 0.0
H 4.54741 -1.73452 1.37035 -0.2 0.2 0.0
H 3.18956 2.38658 1.24732 0.1 -0.4 -0.1
H 0.91245 1.66300 1.72349 0.4 -0.2 0.0
H -0.74884 1.73392 2.31967 -0.5 -0.3 -0.3
H -2.89730 2.44589 1.35337 -0.2 -0.4 0.1
C 0.76159 -3.41418 4.73509 -0.9 0.5 0.6
O -0.46705 -2.61168 4.74411 1.0 -0.3 -1.8
C -0.95138 -2.24220 5.96358 -1.9 -2.0 1.9
C -0.25479 -1.20208 6.73290 0.7 0.3 -0.1
C 0.52809 -1.61908 7.82448 -0.2 0.4 -0.4
C 1.11994 -0.67798 8.65555 0.1 0.2 -0.1
C 0.98100 0.68179 8.37059 -0.1 0.0 -0.1
C 0.28645 1.10056 7.22471 0.1 0.0 -0.1
C -0.30867 0.16500 6.37913 0.2 -0.7 0.4
C -1.86865 -3.14988 6.50594 2.0 1.1 -0.5
N -2.38936 -3.16767 7.77694 -0.2 0.3 0.4
C -2.25926 -2.06170 8.72328 -0.3 -0.1 0.3
C -3.16596 -4.29386 8.06594 -0.5 0.2 0.0
C -3.28736 -5.14980 6.96564 -0.6 -0.6 0.9
C -4.11676 -6.27126 7.04372 0.2 0.4 0.1
C -4.86143 -6.49600 8.20826 0.2 0.2 0.1
C -4.73067 -5.63901 9.31101 0.3 0.1 -0.3
C -3.86039 -4.54156 9.25911 0.1 -0.1 -0.3
S -2.33324 -4.60586 5.61426 0.1 0.4 -0.1
H 1.03811 -3.49134 3.67986 0.1 -0.2 0.2
H 1.54807 -2.90668 5.31658 -0.2 -0.2 -0.2
H 0.51882 -4.39860 5.15945 0.3 0.2 -0.2
H 0.63284 -2.68989 7.99906 -0.1 0.3 0.1
H 1.69183 -1.01401 9.51575 0.0 0.2 -0.1
H 1.43043 1.41761 9.03687 -0.1 -0.1 -0.2
H 0.21461 2.16320 6.97945 0.1 -0.3 0.2
H -0.83151 0.43738 5.45406 0.1 0.1 0.5
H -3.13638 -2.07628 9.37790 0.1 0.1 -0.2
H -1.36311 -2.16409 9.35713 -0.3 0.1 -0.3
H -2.23109 -1.09651 8.19893 0.0 -0.4 0.2
H -4.16535 -6.93785 6.18931 -0.2 0.0 0.1
H -5.54314 -7.34319 8.26458 0.2 0.2 0.0
H -5.30401 -5.82720 10.22008 0.2 0.0 -0.3
H -3.71646 -3.88096 10.11517 -0.2 -0.3 -0.2
```
Forces are in eV/Å.

The molecular weight comes out at 472.58 g/mol. The energy above the lowest of the compared OMol25 structures with the same formula, charge and spin is 0.179 eV. As for the gap between HOMO and LUMO: 3.30 eV. The value obtained for the highest occupied orbital energy is -9.07 eV. The calculation puts the LUMO energy at -5.77 eV. As for the net charge: +1.

Atomic partial charges in e from the Mulliken method, atoms 1 to 8: -0.27, 0.46, -0.76, -0.30, 0.74, 0.99, 0.86, -0.23

=====

Entry 3:
The following is a quantum chemistry calculation of an isolated ion of composition CH4FN2O and charge +1, from the OMol25 dataset.

XYZ file:
```
9
Properties=species:S:1:pos:R:3:forces:R:3
C -0.49576 -0.11178 -0.00940 -2.8 -1.6 0.9
N -0.64330 -1.40582 -0.26852 -0.6 -1.5 -0.1
N 0.65257 0.54664 0.11541 7.2 1.6 0.0
O 0.61768 1.83369 0.37095 -1.8 -0.8 -0.2
F -1.48318 0.67887 0.04911 -3.6 2.0 -0.8
H 0.02213 -2.06608 -0.54849 1.7 -0.5 -0.6
H -1.54383 -1.84396 -0.33003 -0.7 0.5 0.4
H 1.53661 0.10282 -0.23419 -0.4 1.0 0.3
H 1.33709 2.26563 0.85516 1.1 -0.6 0.1
```
Forces are in eV/Å.

The molecular weight comes out at 79.05 g/mol. The energy above the lowest of the compared OMol25 structures with the same formula, charge and spin is 0.489 eV. As for the gap between HOMO and LUMO (spin up / spin down): 6.72 / 8.06 eV. The value obtained for the highest occupied orbital energy (spin up / spin down) is -10.62 / -16.73 eV. The calculation puts the LUMO energy (spin up / spin down) at -3.90 / -8.67 eV. Its multiplicity is 3. As for the net charge: +1.

Atomic partial charges in e from the Mulliken method, atoms 1 to 8: 0.46, -0.30, 0.11, -0.25, -0.20, 0.20, 0.25, 0.31

=====

Entry 4:
The following is a quantum chemistry calculation of a 2-piece molecular cluster, C6H12O4 overall, from the OMol25 dataset.

XYZ file:
```
22
Properties=species:S:1:pos:R:3:forces:R:3
O -0.92795 2.82898 -0.69467 0.1 -1.2 -0.6
C -2.03913 3.64883 -1.00449 0.1 0.3 0.1
C -1.90276 4.36707 -2.36342 0.1 0.1 -0.1
C -2.94541 3.67150 -3.25888 0.1 0.1 -0.2
O -3.34171 2.50348 -2.55105 0.0 -0.2 -0.1
C -3.33778 2.86529 -1.18255 -0.2 0.0 0.3
H -0.92352 2.02767 -1.27444 -0.1 1.0 0.6
H -2.06322 4.37568 -0.18479 -0.2 -0.2 -0.1
H -2.10708 5.43984 -2.25906 0.1 -0.2 0.0
H -0.88047 4.24482 -2.74274 -0.3 0.1 0.1
H -3.82109 4.32354 -3.42217 0.1 -0.2 0.0
H -2.55125 3.35927 -4.23358 -0.1 0.1 0.2
H -3.39130 1.95581 -0.57270 0.1 0.2 -0.2
H -4.22170 3.48646 -0.94970 0.2 0.0 0.0
C -3.87884 6.05332 1.79206 -0.1 -0.4 0.1
C -3.69021 6.61385 0.41607 0.1 0.8 -0.7
O -2.74957 7.28361 0.05087 -0.7 -0.7 0.1
O -4.75498 6.34172 -0.40780 0.4 -0.2 0.6
H -4.07615 4.97472 1.72674 0.0 0.3 0.0
H -2.98565 6.23011 2.39771 -0.3 0.0 -0.2
H -4.76217 6.51461 2.25453 0.3 -0.1 -0.1
H -4.60093 6.74670 -1.27265 0.2 0.1 0.1
```
Forces are in eV/Å.

The molecular weight comes out at 148.16 g/mol. The energy above the lowest of the compared OMol25 structures with the same formula, charge and spin is 0.774 eV. As for the gap between HOMO and LUMO: 10.36 eV. The value obtained for the highest occupied orbital energy is -9.75 eV. The structure (SMILES) is O[C@H]1CCOC1.CC(=O)O. The calculation puts the LUMO energy at 0.60 eV. As for the net charge: 0.

Atomic partial charges in e from the Mulliken method, atoms 1 to 8: -0.61, 0.39, -0.51, -0.42, -0.41, -0.58, 0.35, 0.11